Entry 1:
{"formula": "C13H25BO6", "method": "the ωB97M-V functional and the def2-TZVPD basis", "species": ["C", "C", "C", "B", "C", "C", "C", "C", "O", "C", "C", "O", "C", "O", "C", "C", "H", "H", "H", "H", "H", "H", "H", "H", "H", "H", "H", "H", "H", "H", "H", "H", "H", "H", "H", "H", "H", "H", "H", "H", "H", "C", "O", "O", "O"], "xyz": [[4.01983, 0.02854, 0.99578], [3.75346, -0.59727, -0.39667], [2.62315, 0.06611, -1.20468], [1.10918, -0.31595, -0.94134], [0.04155, 0.35474, -1.90963], [-0.21585, 1.78197, -1.35936], [-1.44412, 1.87676, -0.44294], [-0.99447, 1.87556, 1.01773], [-1.66252, 2.89442, 1.80534], [0.75791, -1.32703, 0.20010], [-0.59967, -2.01724, 0.25524], [-1.67147, -1.06120, 0.45917], [-2.91420, -1.57828, 0.52660], [-3.27193, -2.39224, 1.35138], [-3.87444, -0.99035, -0.49460], [-3.29702, -0.74835, -1.90093], [5.10228, 0.22395, 1.13035], [3.48058, 0.98263, 1.14243], [3.68788, -0.59670, 1.84124], [4.68028, -0.53217, -1.00161], [3.54367, -1.68047, -0.29150], [2.69761, 1.17060, -1.11033], [2.77292, -0.16185, -2.28504], [0.48871, 0.41755, -2.92399], [-0.91594, -0.19234, -1.99000], [0.66835, 2.09853, -0.77012], [-0.30641, 2.50308, -2.19508], [-2.02131, 2.79231, -0.66947], [-2.11468, 1.01438, -0.62724], [0.09645, 2.03525, 1.08734], [-1.17115, 0.89163, 1.48212], [-2.13006, 2.44123, 2.51691], [1.48428, -2.16970, 0.12001], [0.98993, -0.81619, 1.17172], [-0.62536, -2.73799, 1.09260], [-0.80762, -2.58029, -0.67919], [-4.25222, -0.04519, -0.06442], [-4.71929, -1.69774, -0.52966], [-2.47505, -1.45165, -2.13642], [-2.90113, 0.27595, -2.01336], [-4.09041, -0.88273, -2.65836], [1.62983, 0.21160, 3.11092], [0.71144, 0.35873, 4.00837], [1.44575, 0.76555, 1.93360], [2.69130, -0.48816, 3.34697]], "forces_ev_per_a": [[0.7, 0.1, -0.5], [0.3, 0.2, 0.1], [0.0, 0.0, -0.2], [0.0, -0.3, 0.4], [0.1, -0.2, -0.2], [0.1, 0.3, -0.4], [-0.2, 0.0, 0.0], [0.1, 0.0, 0.6], [-0.5, -0.1, -0.2], [-0.2, -0.9, -0.3], [0.6, -0.5, 0.5], [-0.5, -0.4, -0.7], [0.1, 0.0, 0.6], [0.3, 0.2, -0.7], [-0.4, 0.0, 0.1], [-0.1, 0.0, -0.3], [-0.1, -0.1, -0.2], [0.2, -0.6, -0.1], [-0.1, 0.4, -0.3], [-0.3, -0.1, 0.1], [0.1, 0.4, -0.1], [0.1, -0.4, -0.1], [0.0, 0.2, 0.2], [-0.2, 0.0, 0.3], [0.7, 0.3, 0.0], [-0.4, 0.0, -0.4], [0.0, -0.3, 0.2], [0.3, -0.2, 0.2], [0.4, 0.7, 0.2], [-0.6, -0.1, 0.3], [0.3, 0.6, -0.1], [0.4, 0.1, -0.1], [-0.2, 0.4, 0.2], [0.1, 0.2, -0.4], [0.0, 0.3, -0.3], [-0.1, 0.3, 0.2], [0.1, -0.3, -0.2], [0.2, 0.3, 0.0], [-0.5, 0.3, 0.1], [-0.3, -0.7, 0.0], [0.3, 0.0, 0.3], [-0.6, 0.1, 0.9], [0.3, -0.1, -0.3], [0.4, -0.1, 0.2], [-0.4, 0.0, 0.3]], "mulliken_charge": [-1.00, -0.47, -0.72, 0.40, -0.01, -1.07, 0.78, -0.26, -0.66, 0.26, -1.08, 0.04, 0.41, -0.66, -0.37, -0.83, 0.41, 0.07, 0.27, 0.42, 0.22, 0.32, 0.24, 0.43, -0.30, 0.44, 0.31, 0.44, -1.00, -0.23, 0.57, 0.42, 0.27, -0.39, 0.43, 0.39, 0.27, 0.36, 0.14, 0.23, 0.46, 0.42, -0.88, -0.65, -0.84], "homo_ha": 0.0446, "de_lowest_kcal_mol": 0.0, "total_charge": -2, "energy_ev": -26845.635}



Entry 2:
{"formula": "C13H25Br10Cl3O2Sr2", "method": "the ωB97M-V functional and the def2-TZVPD basis", "species": ["Sr", "Sr", "O", "C", "C", "O", "H", "H", "H", "H", "Br", "C", "C", "Br", "H", "H", "H", "H", "Br", "C", "C", "Br", "H", "H", "H", "H", "Br", "C", "C", "Br", "H", "H", "H", "H", "Br", "C", "C", "Br", "H", "H", "H", "H", "Br", "C", "C", "Br", "H", "H", "H", "H", "C", "Cl", "Cl", "Cl", "H"], "xyz": [[-0.83910, -1.28814, -5.30584], [4.75912, -3.57515, -5.63682], [-0.63197, 0.16676, -1.60013], [0.64789, 0.18262, -0.88823], [1.76582, -0.94977, -1.07935], [1.98851, -1.43829, -2.42193], [0.61737, 0.31487, 0.19329], [1.07235, 1.16727, -1.08415], [1.49850, -1.80557, -0.45949], [2.78357, -0.74567, -0.74672], [5.43689, -6.62845, -1.29894], [4.18373, -7.82634, -0.22914], [3.42364, -6.98258, 0.86237], [2.16589, -8.22503, 1.89213], [4.83862, -8.50716, 0.31465], [3.51183, -8.35256, -0.90719], [2.85157, -6.18760, 0.38399], [4.11526, -6.57620, 1.60035], [-1.59800, 7.20364, -4.07566], [-2.97349, 6.00136, -3.28002], [-4.32025, 6.26403, -3.91152], [-5.06791, 8.03926, -3.50742], [-3.12451, 6.27024, -2.23456], [-2.60679, 4.97776, -3.35661], [-5.12832, 5.67968, -3.47147], [-4.25775, 6.03418, -4.97519], [-1.51422, -6.07306, -2.72318], [-2.76887, -5.30872, -1.26235], [-4.17420, -5.27883, -1.84307], [-4.26555, -4.06208, -3.39514], [-2.41675, -4.30059, -1.04376], [-2.63730, -5.89711, -0.35429], [-4.92419, -4.78655, -1.22398], [-4.45990, -6.31637, -2.01625], [-4.67843, 3.35392, 3.84761], [-5.96287, 2.11801, 2.97182], [-5.33945, 1.58107, 1.71187], [-6.54857, 0.42107, 0.56759], [-6.87666, 2.65360, 2.71447], [-6.23324, 1.28605, 3.62208], [-4.61067, 0.86710, 2.09557], [-4.82649, 2.36413, 1.15347], [5.35480, 4.73683, 1.57446], [4.09559, 6.03168, 2.31644], [2.76109, 5.48035, 1.90605], [1.35471, 6.76098, 2.57995], [4.34240, 7.06865, 2.08867], [4.12179, 5.99118, 3.40537], [2.47717, 4.51519, 2.32551], [2.60818, 5.42741, 0.82813], [5.94471, -0.31779, 4.61084], [7.59295, -1.05114, 4.27825], [6.10429, 1.13865, 5.61340], [4.85252, -1.57074, 5.22763], [5.51490, -0.04609, 3.64671]], "forces_ev_per_a": [[0.4, 0.1, 1.4], [-0.2, 0.1, 0.3], [4.1, -0.9, 1.7], [-3.4, 1.3, -1.0], [1.9, -1.8, -4.5], [-1.3, 0.8, 2.6], [-1.0, -1.0, 0.5], [0.9, 0.0, -1.3], [-1.1, -0.2, 0.0], [-0.3, 1.3, 0.5], [-0.9, -0.6, 0.6], [-0.2, 0.8, 1.5], [0.1, -1.0, -0.8], [1.0, 1.0, -1.0], [0.0, -0.1, -0.5], [0.3, 0.3, 0.0], [-0.2, -0.2, 0.3], [-0.2, -0.1, -0.1], [-0.5, -0.7, 0.4], [-0.3, 1.1, 0.5], [-0.4, -0.4, -0.3], [0.6, -0.3, -0.4], [0.8, 0.0, 0.1], [-0.2, 0.2, -0.2], [0.5, -0.5, 0.0], [-0.4, 0.6, -0.1], [-0.7, 0.5, 1.4], [0.4, 0.6, -0.9], [0.4, 0.0, 0.5], [0.0, -0.5, 0.0], [0.2, -0.1, -0.3], [-0.2, -0.4, -0.4], [0.4, -0.3, 0.5], [-0.4, 0.4, -0.8], [-0.7, -0.7, -0.4], [-1.0, 0.2, -0.5], [0.9, -0.9, 0.5], [0.7, 1.1, 0.8], [0.2, 0.4, 0.4], [0.2, 0.3, 0.3], [0.2, 0.0, -0.7], [-0.5, -0.3, -0.4], [0.3, 0.3, 0.1], [-0.3, -0.7, 1.0], [-1.4, 1.1, -0.4], [0.5, -0.6, -0.3], [-0.1, -0.3, -0.8], [0.4, -0.3, 0.0], [0.4, 0.2, 0.2], [0.1, 0.2, 0.1], [0.7, -0.3, -0.5], [-1.1, 0.5, 0.2], [-0.2, -0.8, -0.3], [0.2, 0.4, 0.3], [0.4, 0.2, 0.3]], "mulliken_charge": [1.36, 1.18, -0.51, -0.32, -0.24, -0.54, 0.28, 0.26, 0.24, 0.30, -0.21, -0.58, -0.59, -0.13, 0.37, 0.40, 0.36, 0.39, -0.14, -0.55, -0.66, -0.08, 0.36, 0.35, 0.35, 0.37, -0.16, -0.68, -0.52, -0.16, 0.36, 0.40, 0.39, 0.38, -0.14, -0.49, -0.68, -0.19, 0.36, 0.37, 0.35, 0.42, -0.18, -0.53, -0.66, -0.17, 0.42, 0.36, 0.38, 0.39, 0.09, -0.13, -0.09, -0.11, 0.25], "homo_ha": -0.4246, "de_lowest_kcal_mol": 304.7, "total_charge": 2, "energy_ev": -757619.163}



Number 1: gap between HOMO and LUMO 3.49 eV. Number 2: gap between HOMO and LUMO 2.67 eV.